Formula: C20H40Br14NO4P
Source: the Open Molecules 2025 dataset
Level of theory: ωB97M-V with the def2-TZVPD basis set

Structure (XYZ):
```
80
Properties=species:S:1:pos:R:3:mulliken_charge:R:1
C 3.97374 0.89660 -0.29520 -1.09
C 2.92621 1.54225 0.61703 0.22
N 1.70119 0.74331 0.81005 -0.18
C 0.78561 0.61326 -0.36324 0.74
P 0.53111 2.03416 -1.56292 -0.02
O 1.97104 2.18829 -2.32225 -0.26
O 0.54290 3.29904 -0.50366 -0.52
C -0.67342 0.51395 0.26294 -1.15
O -1.10602 -0.85575 0.11814 -0.39
C 0.03294 -1.58428 -0.09014 0.36
O 0.25817 -2.62768 0.44852 -0.60
C 0.87201 -0.77245 -1.03586 0.28
H 4.93227 1.41967 -0.19098 0.50
H 4.14265 -0.14525 0.00319 0.28
H 3.69469 0.95769 -1.34394 0.14
H 3.37473 1.65753 1.61024 -0.36
H 2.67776 2.55291 0.29346 0.41
H 2.05701 -0.19038 1.00766 0.32
H 2.23338 3.11205 -2.43839 0.23
H -0.01297 3.11017 0.26371 0.36
H -0.65505 0.77427 1.32152 0.41
H -1.40332 1.12294 -0.28516 0.44
H 0.31064 -0.71927 -1.97556 -0.45
H 1.88984 -1.14243 -1.13640 0.36
Br -1.48186 -1.58458 -7.60298 -0.12
C -1.31259 -2.37252 -5.83328 -0.60
C -1.51508 -1.35361 -4.74388 -0.58
Br 0.01741 -0.17205 -4.55414 -0.10
H -0.33094 -2.83247 -5.78885 0.35
H -2.07839 -3.14258 -5.77631 0.39
H -1.62769 -1.84928 -3.78130 0.26
H -2.37442 -0.71694 -4.92619 0.41
Br -3.68137 -4.72250 3.99976 -0.18
C -3.91474 -3.56677 2.44950 -0.49
C -3.03485 -2.34835 2.51139 -0.43
Br -3.71033 -1.04106 3.78465 -0.14
H -4.96956 -3.31190 2.41120 0.32
H -3.65074 -4.17812 1.58989 0.38
H -3.02270 -1.83938 1.55168 0.13
H -2.01626 -2.57989 2.80397 0.41
Br 5.86202 -1.20720 -2.48149 -0.13
C 5.63304 -0.20019 -4.12947 -0.56
C 6.61629 0.93307 -4.24821 -0.58
Br 6.15849 2.42934 -3.09363 -0.14
H 4.60336 0.14390 -4.14262 0.32
H 5.78874 -0.91645 -4.93269 0.36
H 6.60885 1.33153 -5.25992 0.35
H 7.62395 0.63243 -3.98138 0.37
Br -7.28992 -1.80611 7.95022 -0.14
C -7.51100 -3.48790 6.99987 -0.59
C -6.77039 -3.49825 5.69011 -0.51
Br -7.66623 -2.42200 4.34047 -0.14
H -8.57840 -3.63396 6.87151 0.38
H -7.11352 -4.25404 7.66130 0.37
H -6.73016 -4.50625 5.28477 0.34
H -5.76252 -3.10516 5.77724 0.29
Br 2.75111 3.22860 3.94033 -0.10
C 3.42661 1.67808 4.89423 -0.72
C 4.88326 1.82844 5.23484 -0.52
Br 6.01309 1.58725 3.66779 -0.17
H 3.23713 0.81844 4.25847 0.42
H 2.82617 1.60623 5.79774 0.41
H 5.18760 1.06000 5.94151 0.39
H 5.11064 2.80899 5.63900 0.31
Br -0.72742 3.98699 7.49063 -0.13
C 0.45907 5.50757 7.73172 -0.59
C 1.72590 5.35975 6.93342 -0.46
Br 2.93501 4.06368 7.73121 -0.14
H 0.64802 5.59064 8.79680 0.38
H -0.09945 6.37599 7.39066 0.35
H 2.27512 6.29816 6.91085 0.35
H 1.54136 5.01916 5.92002 0.21
Br -2.78030 -3.54316 -11.93393 -0.12
C -3.84613 -2.50076 -10.68672 -0.35
C -4.00143 -1.07172 -11.13355 -0.58
Br -2.37385 -0.04309 -10.86390 -0.15
H -3.35781 -2.57775 -9.72067 0.11
H -4.81653 -2.99012 -10.64754 0.34
H -4.76541 -0.57382 -10.54101 0.34
H -4.24753 -0.99257 -12.18717 0.39
```

Properties
structure (SMILES): CCN[C@]1(P(O)O)COC(=O)C1.BrCCBr.BrCCBr.BrCCBr.BrCCBr.BrCCBr.BrCCBr.BrCCBr

Formula: C20H40Br20
Source: the Open Molecules 2025 dataset
Level of theory: ωB97M-V with the def2-TZVPD basis set

Structure (XYZ):
```
80
Properties=species:S:1:pos:R:3:mulliken_charge:R:1
Br 13.50479 4.40228 9.41315 -0.12
C 14.56249 3.93686 11.01311 -0.27
C 14.64463 5.10270 11.94829 -0.13
Br 15.51050 4.57698 13.62254 -0.16
H 15.55434 3.68652 10.62753 0.01
H 14.22990 2.99614 11.44573 0.50
H 13.63700 5.44062 12.17716 0.41
H 15.25503 5.88900 11.51471 -0.19
Br 15.21305 10.67610 3.35022 -0.19
C 16.27893 10.47611 5.00264 -0.14
C 17.73057 10.60722 4.65463 -0.62
Br 18.79463 10.07698 6.24361 -0.05
H 16.02274 9.49828 5.40543 -0.11
H 15.91886 11.21886 5.70807 0.31
H 17.98263 11.64538 4.47511 0.40
H 18.00402 9.88967 3.89181 0.39
Br 17.47379 1.85483 9.02440 -0.19
C 16.71688 3.05932 7.63217 -0.35
C 17.58583 4.28855 7.43678 0.32
Br 17.56607 4.81843 5.53731 -0.14
H 15.67732 3.25864 7.85680 -0.08
H 16.74256 2.46899 6.72176 0.52
H 18.62585 4.09628 7.68934 0.59
H 17.29913 5.09369 8.11368 -0.75
Br 19.16298 8.52767 11.79778 0.01
C 20.33010 6.95408 12.03731 -0.60
C 19.59811 5.66357 12.24847 -0.83
Br 18.42656 5.19583 10.70702 -0.04
H 20.95078 7.20481 12.89464 0.52
H 20.97152 6.90015 11.15972 0.25
H 18.95461 5.69902 13.12196 0.37
H 20.30650 4.84158 12.29430 0.44
Br 24.00460 9.70330 7.10731 -0.20
C 22.26743 8.85023 6.91477 -0.47
C 21.62781 8.86782 8.28116 -0.99
Br 19.94179 7.87840 8.23230 0.07
H 22.49734 7.90018 6.44336 0.44
H 21.66797 9.41429 6.20375 0.24
H 21.42604 9.91133 8.52635 0.29
H 22.26217 8.52701 9.09492 0.76
Br 16.11107 10.55444 8.87498 -0.13
C 17.12920 8.95011 9.30487 0.49
C 16.25250 7.70846 9.39916 1.13
Br 15.29079 7.46087 7.71921 0.10
H 17.63598 9.25112 10.21379 -0.61
H 17.77944 8.80217 8.44881 -0.43
H 15.52913 7.83861 10.20112 0.04
H 16.86157 6.83359 9.61411 -0.93
Br 12.87380 8.00494 10.94363 -0.08
C 11.64829 8.51780 9.46516 -0.50
C 10.40788 9.09308 10.08764 -0.54
Br 9.45001 10.22921 8.80046 -0.18
H 11.58625 7.68259 8.77668 0.49
H 12.16953 9.32159 8.94745 0.25
H 10.67196 9.73300 10.92392 0.19
H 9.65726 8.41837 10.49100 0.42
Br 12.51882 11.97163 11.12332 -0.13
C 13.09560 13.38232 9.92318 -0.47
C 11.84945 13.94125 9.22387 -0.61
Br 12.19912 15.64146 8.35745 -0.16
H 13.92496 13.04775 9.31531 0.31
H 13.41401 14.19099 10.57751 0.35
H 11.09880 14.11714 9.98788 0.38
H 11.42190 13.24014 8.51197 0.34
Br 22.70612 10.35848 9.97480 -0.21
C 21.22753 11.07310 11.06639 -0.34
C 19.97580 11.33970 10.27176 -0.24
Br 18.54550 11.63936 11.58238 -0.13
H 21.65647 11.94100 11.56110 0.43
H 21.04374 10.37083 11.87678 0.25
H 19.70545 10.47288 9.67402 -0.14
H 20.07595 12.20164 9.61975 0.51
Br 14.35190 6.97323 4.00234 -0.15
C 14.14665 5.05878 4.32281 -0.69
C 13.73250 4.73167 5.73117 0.16
Br 13.68806 2.79170 5.94531 -0.14
H 15.07402 4.55321 4.07546 0.32
H 13.40711 4.74627 3.58968 0.44
H 12.73865 5.10023 5.97667 0.45
H 14.41190 5.18427 6.45272 -0.46
```

Properties
relative energy (zero: lowest compared OMol25 entry of this formula, charge and spin): 69.6 kcal/mol

Formula: C20H40Br20
Source: the Open Molecules 2025 dataset
Level of theory: ωB97M-V with the def2-TZVPD basis set

Structure (XYZ):
```
80
Properties=species:S:1:pos:R:3:mulliken_charge:R:1
Br -4.80882 -1.65272 -1.73866 -0.16
C -3.95807 -0.76504 -3.28360 -0.41
C -4.90634 -0.88771 -4.45472 -0.71
Br -4.27520 0.00375 -6.07857 -0.18
H -3.07703 -1.35628 -3.53321 0.28
H -3.69390 0.25800 -3.01583 0.38
H -5.92861 -0.56721 -4.25388 0.41
H -5.08823 -1.90613 -4.79801 0.39
Br 0.87477 -7.13025 -0.97663 -0.17
C 1.48931 -6.51025 -2.77830 -0.53
C 0.97877 -5.06008 -2.87375 -0.44
Br 1.24626 -4.17764 -4.63723 -0.15
H 1.03780 -7.20560 -3.48592 0.42
H 2.57566 -6.59913 -2.78630 0.32
H 1.49420 -4.46507 -2.11982 0.05
H -0.09349 -4.95653 -2.70751 0.50
Br 2.93084 -2.23108 0.95893 -0.03
C 3.65318 -2.14726 -0.84996 -0.37
C 4.17667 -3.56135 -1.15047 -0.88
Br 4.68192 -3.77365 -2.99414 -0.15
H 4.46398 -1.41876 -0.84593 0.48
H 2.90370 -1.90991 -1.60498 0.18
H 3.48748 -4.35573 -0.86396 0.38
H 5.01657 -3.84379 -0.51572 0.48
Br -0.19437 1.89313 -3.43388 -0.13
C 0.12576 1.07013 -5.19068 -0.34
C -0.34483 2.00254 -6.17558 -0.81
Br -0.24653 1.34155 -8.06416 -0.18
H -0.49343 0.17463 -5.24349 0.30
H 1.17847 0.86196 -5.38188 0.37
H 0.21607 2.93449 -6.24611 0.42
H -1.36325 2.31032 -5.93855 0.39
Br 8.25837 2.31923 1.55634 -0.17
C 6.62979 1.28314 1.02889 -0.44
C 5.57556 2.14288 0.28024 -0.66
Br 3.86311 1.15618 0.03683 0.00
H 6.19291 0.83934 1.92348 0.21
H 6.95493 0.40975 0.46359 0.34
H 5.89784 2.36718 -0.73658 0.37
H 5.38923 3.11265 0.74169 0.40
Br -3.43000 -1.96292 1.65244 -0.11
C -4.37285 -2.46051 3.33184 -0.62
C -4.08911 -1.40722 4.41574 -0.36
Br -5.23866 -1.94669 5.92854 -0.16
H -3.90755 -3.38651 3.66967 0.40
H -5.42083 -2.54743 3.04498 0.40
H -4.39308 -0.40512 4.11325 0.18
H -3.03516 -1.28673 4.66629 0.29
Br 4.22724 0.26171 4.44101 -0.18
C 2.46507 0.54791 3.49616 0.13
C 1.29791 -0.10547 4.38718 -0.77
Br -0.44927 -0.25424 3.34442 -0.03
H 2.48088 -0.05450 2.58789 -0.36
H 2.39982 1.60240 3.22803 0.26
H 1.04400 0.42812 5.30311 0.38
H 1.55698 -1.12439 4.67491 0.51
Br -2.75172 5.74046 0.86671 -0.19
C -3.56944 3.89447 1.04527 -0.30
C -4.80440 3.91918 1.81634 -0.40
Br -5.32741 1.99532 2.00545 -0.15
H -2.74929 3.34277 1.50471 -0.19
H -3.72119 3.51677 0.03412 0.50
H -5.55739 4.44240 1.22699 0.38
H -4.44213 4.30255 2.77022 0.32
Br -0.27084 1.91042 0.75114 -0.13
C 0.46271 0.36005 -0.21162 0.34
C -0.61119 -0.61304 -0.74785 -0.25
Br 0.18157 -1.90871 -2.11622 -0.13
H 1.20146 0.06124 0.53206 -0.73
H 1.07582 0.82336 -0.98462 0.34
H -1.48703 -0.09729 -1.14157 0.33
H -1.05611 -1.17589 0.07272 0.19
Br 1.08691 3.47449 5.79687 -0.15
C 0.68198 3.88103 3.93738 -0.02
C -0.60697 4.63464 3.75680 -0.54
Br -2.22760 3.65632 4.50307 -0.14
H 0.50417 2.93344 3.42890 -0.31
H 1.44165 4.54014 3.51718 0.45
H -0.80175 4.94460 2.73012 0.21
H -0.60823 5.52290 4.38854 0.46
```

Properties
relative energy (zero: lowest compared OMol25 entry of this formula, charge and spin): 47.6 kcal/mol
structure (SMILES): BrCCBr.BrCCBr.BrCCBr.BrCCBr.BrCCBr.BrCCBr.BrCCBr.BrCCBr.BrCCBr.BrCCBr

Number 1: DFT total energy -37519.36648 Eh, orbital gap 8.949 eV. Number 2: DFT total energy -52266.28061 Eh, orbital gap 9.470 eV. Number 3: DFT total energy -52266.31568 Eh, orbital gap 9.877 eV.